No. 1
DFT (ωB97M-V/def2-TZVPD) results for a structure of composition C31H38PSc.

Cartesian coordinates (Å):
C (1.2706, 1.9596, -0.9342)
H (1.6051, 2.5699, -0.0837)
H (2.1055, 1.7281, -1.6100)
H (0.9312, 0.9690, 0.6493)
C (0.0792, 2.6164, -1.6129)
H (-0.5428, 1.9488, -2.2820)
H (-0.6213, 2.9560, -0.8465)
C (0.3765, 3.8377, -2.5235)
H (-0.5691, 4.3069, -2.8405)
H (0.9828, 4.5919, -2.0158)
H (0.9073, 3.5157, -3.4243)
C (-0.5591, -2.0423, -2.3267)
C (-0.9646, -1.0962, -3.3362)
C (0.2254, -0.4392, -3.8346)
C (1.3495, -0.9716, -3.1252)
C (0.8681, -1.9542, -2.1884)
C (1.7090, -2.8078, -1.2910)
C (2.7792, -0.6215, -3.3522)
C (0.3011, 0.5890, -4.9074)
C (-2.3805, -0.7479, -3.6624)
C (-1.4453, -2.9596, -1.5490)
Sc (-0.0369, 0.1024, -1.6328)
H (3.4035, -0.9378, -2.5132)
H (3.1458, -1.1282, -4.2524)
H (2.9102, 0.4539, -3.5034)
H (2.7282, -2.3960, -1.2138)
H (1.2792, -2.8782, -0.2784)
H (1.7872, -3.8316, -1.6988)
H (-2.4216, -2.4898, -1.3616)
H (-1.6209, -3.9174, -2.0745)
H (-0.9880, -3.1885, -0.5727)
H (-2.4279, 0.2331, -4.1656)
H (-2.8473, -1.4923, -4.3321)
H (-2.9941, -0.7065, -2.7423)
H (1.0669, 1.3338, -4.6648)
H (0.5786, 0.1486, -5.8733)
H (-0.6550, 1.0968, -5.0353)
C (-1.0645, 3.9877, 3.9952)
C (0.1541, 3.9109, 3.3127)
C (0.4788, 2.7730, 2.5884)
C (-0.4339, 1.7016, 2.5422)
C (-1.6727, 1.7792, 3.1934)
C (-1.9767, 2.9246, 3.9297)
P (0.0633, 0.2364, 1.6172)
C (1.3254, -0.5701, 2.6102)
C (2.4355, -1.1609, 1.9780)
C (3.4637, -1.6761, 2.7656)
C (3.3872, -1.6109, 4.1614)
C (2.2703, -1.0417, 4.7819)
C (1.2308, -0.5217, 4.0130)
C (-1.3700, -0.8356, 1.4005)
C (-1.4152, -2.0822, 2.0715)
C (-2.5819, -2.8273, 2.0882)
C (-3.7302, -2.3681, 1.4345)
C (-3.6944, -1.1482, 0.7407)
C (-2.5385, -0.3673, 0.7398)
H (-1.3042, 4.8759, 4.5741)
H (0.8678, 4.7406, 3.3412)
H (1.4330, 2.7079, 2.0572)
H (-2.3830, 0.9482, 3.1339)
H (-2.9301, 2.9820, 4.4517)
H (2.4896, -1.1996, 0.8848)
H (4.3348, -2.1225, 2.2848)
H (4.2044, -1.9960, 4.7692)
H (2.2057, -0.9897, 5.8677)
H (0.3570, -0.0738, 4.4873)
H (-0.5304, -2.4262, 2.6204)
H (-2.6092, -3.7770, 2.6232)
H (-4.6488, -2.9539, 1.4603)
H (-4.5805, -0.7948, 0.2180)
H (-2.5529, 0.6243, 0.2743)

Cartesian forces, eV/Å:
-0.480 -1.085 -0.645
-0.013 -0.287 -0.401
0.014 0.497 0.022
-0.868 -0.904 -1.525
0.517 1.197 0.029
-0.064 0.124 -0.273
-0.171 -0.105 0.140
-0.495 -0.297 -0.330
0.360 -0.106 0.074
-0.101 -0.263 0.085
0.027 0.093 0.131
0.588 0.240 -0.804
0.957 -0.459 0.064
-0.396 -1.032 0.346
-0.569 -0.691 0.204
-0.415 0.079 -0.914
0.245 -0.061 0.178
0.221 0.110 -0.133
0.123 0.342 -0.145
-0.362 0.217 -0.204
-0.227 -0.142 0.329
0.665 1.817 2.485
-0.018 0.132 -0.164
-0.008 0.092 0.126
0.095 -0.120 -0.005
-0.377 -0.285 0.053
0.181 -0.106 -0.293
-0.032 0.409 0.192
0.198 -0.279 -0.064
0.124 0.475 0.163
-0.242 -0.046 -0.337
-0.146 -0.430 0.181
0.193 0.291 0.286
0.089 -0.010 -0.400
-0.132 -0.011 -0.153
-0.076 -0.005 0.216
0.081 0.061 -0.096
-0.102 -0.428 -0.176
0.148 0.157 0.069
-0.284 -0.290 -0.074
-0.446 0.180 -0.171
0.250 0.099 0.018
0.171 0.145 -0.011
0.696 0.455 2.463
0.123 -0.350 0.142
-0.231 0.201 0.353
0.014 -0.066 -0.021
-0.215 0.133 -0.204
-0.078 0.004 -0.127
0.252 -0.169 -0.293
-0.840 -0.317 -0.390
0.671 0.610 -0.093
-0.424 -0.117 -0.081
0.335 0.349 -0.221
0.037 -0.136 0.143
0.547 -0.347 0.071
0.016 -0.166 -0.121
-0.352 -0.299 0.063
-0.261 0.054 0.282
0.242 0.357 0.093
0.234 0.051 -0.094
0.098 0.053 0.410
-0.228 0.117 0.177
-0.194 0.071 -0.166
0.064 -0.050 -0.259
0.268 -0.052 -0.064
-0.370 0.075 -0.285
0.033 0.280 -0.116
0.251 0.160 -0.019
0.138 -0.038 0.157
-0.047 -0.176 0.129

## Properties
HOMO energy (spin up / spin down): -13.8 / -13.8 eV
Charge: +2
Frontier orbital gap (spin up / spin down): 7.317 / 7.316 eV

No. 2
DFT (ωB97M-V/def2-TZVPD) results for a structure of composition C6H11N3.

Cartesian coordinates (Å):
C (2.2055, -0.0557, 0.9858)
C (-0.3781, -1.7767, -0.2480)
C (0.3753, 0.8484, -0.2588)
C (-0.4729, 0.9042, 0.9623)
C (-0.8721, -0.3891, -0.5137)
N (0.0085, 1.9321, -1.1503)
C (-1.9890, -0.1099, -1.1860)
N (1.6472, 0.4747, -0.2284)
N (-0.9938, 0.7887, 2.0379)
H (0.0161, 1.5749, -2.1001)
H (0.7456, 2.6270, -1.0910)
H (-1.7754, 0.1759, 2.2588)
H (1.9070, -1.0886, 1.2297)
H (3.2937, -0.0528, 0.9039)
H (1.9525, 0.5510, 1.8763)
H (-0.3491, -1.9979, 0.8225)
H (-1.0321, -2.5059, -0.7277)
H (0.6298, -1.9012, -0.6427)
H (-2.3095, 0.9090, -1.3502)
H (-2.6090, -0.9079, -1.5804)

Cartesian forces, eV/Å:
-0.076 0.012 0.209
-0.001 -0.001 0.064
0.388 0.960 0.920
0.591 -0.646 -0.564
-0.266 -0.205 -0.102
-0.407 -0.174 -0.209
0.272 0.120 0.234
-0.496 -0.189 -0.201
-0.165 0.159 -0.106
0.022 0.011 0.028
0.028 -0.149 0.064
0.130 0.033 -0.127
0.011 0.011 -0.046
-0.045 -0.045 -0.027
-0.027 -0.013 -0.085
0.010 -0.002 -0.037
-0.021 0.025 0.024
0.040 0.070 0.035
-0.016 0.043 -0.020
0.029 -0.019 -0.052

## Properties
HOMO energy (spin up / spin down): -7.2 / -7.2 eV
Charge: 0
Energy relative to the best compared isomer or geometry (same formula, charge and spin): 494.3 kJ/mol
Frontier orbital gap (spin up / spin down): 7.361 / 7.360 eV

No. 3
DFT (ωB97M-V/def2-TZVPD) results for a structure of composition InNO3.

Cartesian coordinates (Å):
In (-6.1514, -26.2021, -10.7207)
N (-7.4012, -27.9446, -14.2622)
O (-7.2325, -29.0533, -14.7048)
O (-6.9578, -27.5911, -13.1869)
O (-7.8521, -27.0780, -14.9826)

Cartesian forces, eV/Å:
0.193 0.429 0.641
1.318 0.319 -0.722
-0.538 0.257 0.282
-0.387 -0.831 -0.011
-0.586 -0.173 -0.191

## Properties
HOMO energy: -21.4 eV
Charge: +2
Energy relative to the best compared isomer or geometry (same formula, charge and spin): 102.9 kJ/mol
Frontier orbital gap: 3.858 eV

Record order is preserved below.
E: -2305.56257 -399.30695 -469.49698 Ha